7 unconnected molecules or ions with the total composition C30H43F3N4O4 at a distorted geometry, computed with the ωB97M-V functional and the def2-TZVPD basis.

Structure (XYZ):
```
84
Properties=species:S:1:pos:R:3:mulliken_charge:R:1
C 0.33620 -3.59343 -4.01346 0.580
H 0.87455 -1.35726 5.46369 0.440
C -0.38815 -2.21269 0.76613 0.213
C 0.89052 -1.86422 0.40230 -1.119
H 3.60598 3.51008 -3.48549 0.253
H -2.06079 1.09596 3.48800 0.409
H -4.26306 -3.70069 1.86099 0.311
O -3.87906 -3.29915 4.48484 -0.614
H -0.01660 2.19885 -0.46550 0.239
H 1.23888 -4.19997 -0.98582 0.275
N -1.89950 -4.23371 4.29510 -0.106
H -0.82569 3.60472 0.19648 0.385
H -0.63434 -4.73867 2.70217 0.163
N 0.22215 2.09615 1.52830 0.379
H 1.00475 0.24816 7.19264 0.320
F -3.17766 0.30978 -5.37891 -0.323
C -1.28226 1.82147 5.34384 0.533
H 2.13350 -0.80372 -1.05383 0.384
H 0.94749 1.88032 -4.69629 0.402
C 3.75682 4.11252 -1.57839 0.710
H 3.25949 1.14429 -3.22512 0.352
H 3.89663 5.59761 -3.09114 0.403
C 3.70108 5.47236 -2.02617 -1.170
H -0.14806 -5.21593 -1.58104 0.291
C -1.89439 3.18343 -3.40069 -0.487
C -3.10491 -3.88990 3.82203 0.665
O 3.84836 3.95082 -0.36261 -0.635
H 0.56066 -2.19812 -5.64179 0.394
F -2.00966 2.99908 5.29618 -0.345
H -1.13959 -2.56058 -5.10995 0.251
H -0.12197 2.50605 7.10790 0.455
H -2.09335 -0.48510 -1.63519 0.342
H -0.01450 -2.74550 -2.22167 0.210
H -0.83045 -1.20208 3.69659 0.560
H -1.54353 -3.88849 5.17499 0.253
H 0.17700 3.73741 -3.16292 0.488
H 2.02039 4.63546 2.69228 0.350
O 2.02804 2.07922 2.78154 -0.656
H 0.07561 1.13327 1.79567 -0.139
C -0.61109 2.55147 0.37732 -1.035
C 0.76020 -4.67327 -1.84312 -0.936
H -4.00975 -5.29436 2.47245 0.330
C -0.98952 1.16264 -5.06929 -0.550
H -0.63934 -2.95790 1.50637 -0.158
F -2.72879 -2.05164 0.31361 -0.335
C -0.08464 2.02547 -4.41338 -0.271
C -1.24741 -0.79970 -1.04205 -0.846
H 4.60422 5.93131 -1.62392 0.348
H -1.54426 1.98943 0.33993 0.320
H -0.72965 0.34277 -5.72249 0.525
H 1.46441 -5.40331 -2.24215 0.364
H -1.52651 -6.19461 3.38380 0.290
H 3.14942 1.38849 -1.47498 0.074
C -0.71954 -0.37620 4.38363 -0.060
C -2.82307 2.31292 -4.06645 -0.477
C -1.44217 0.88006 4.34654 -0.565
C 1.14114 -1.02387 -0.68891 -0.236
H 0.33678 0.28232 -2.11662 0.172
N 0.33578 -3.55364 -2.71594 -0.056
C -1.47906 -1.71471 0.01282 1.122
C -2.35801 1.28005 -4.86431 0.216
C 0.07855 -0.47378 -1.38996 -0.204
C 0.28490 0.44871 6.41289 -0.442
H 0.01325 -1.37034 -4.32220 -0.076
C 0.22070 -0.50177 5.37986 -0.682
N 3.66911 3.13459 -2.55001 -0.107
H 4.66019 1.28509 -2.11282 0.371
H -2.33660 3.96202 -2.79682 0.429
H 2.79096 5.97847 -1.70422 0.239
H -2.74990 -4.24577 1.66396 0.170
H -0.25330 -5.43262 4.24965 0.352
H 1.71478 -2.40885 0.83861 0.534
C -1.08075 -5.21814 3.57332 -0.817
C 1.24726 2.71731 2.11626 0.841
H 0.42793 4.65269 2.01103 0.380
C 1.41189 4.19671 1.90150 -1.116
H -3.89087 2.39730 -3.92830 0.409
O 0.59208 -4.59463 -4.65848 -0.684
C -0.51559 3.00504 -3.55066 -0.371
C -0.11774 -2.34091 -4.80067 -0.550
C 3.68185 1.68555 -2.37851 -0.813
C -3.54413 -4.31095 2.40764 -0.959
C -0.36166 1.71601 6.41163 -0.605
H 1.94727 4.48707 0.99753 0.048
```

For the electronic energy, the calculation gives -1988.4839 Eh. As for the lowest unoccupied orbital energy: 0.24 eV. The structure (SMILES) is Fc1ccccc1.Fc1ccccc1.Fc1ccccc1.CNC(C)=O.CNC(C)=O.CNC(C)=O.CNC(C)=O. Its HOMO-LUMO gap is 9.2 eV.


A molecular structure, C30H43F5P2ReS at a distorted geometry, computed with the ωB97M-V functional and the def2-TZVPD basis.

Structure (XYZ):
```
82
Properties=species:S:1:pos:R:3:mulliken_charge:R:1
H 2.29203 -0.26962 -1.46857 0.169
H 1.32105 0.98332 -5.87100 0.353
H 0.72565 -1.94512 -5.24984 0.466
H 2.38860 0.24182 0.22289 0.354
H -0.15329 -2.08161 -2.12560 -1.548
H -2.87863 0.09105 -5.23567 0.429
H 1.63819 4.69198 -4.24835 0.555
C 0.27039 -3.08254 -1.91018 1.852
F -0.35723 -2.57120 5.06866 -0.266
H 1.18953 4.40242 -5.93829 0.492
H 1.84110 4.60761 -1.02102 0.380
H 2.15619 3.19036 -5.05493 0.484
C -1.52032 -4.54953 4.43473 0.623
C -0.32514 -1.66305 -5.16371 -1.429
C -1.30614 1.85074 -0.99249 0.213
H 2.02885 3.92770 -2.64341 -0.007
C -1.22363 -3.19552 4.24039 0.074
H 2.05019 -6.62163 -3.39638 0.460
H -2.69229 0.77115 -3.58772 0.292
C 0.53771 -5.77106 -0.43559 -0.568
C -2.37163 -5.20807 3.54060 0.229
C 2.25629 0.60754 -0.80691 -1.286
H 0.12165 0.24463 -6.93705 0.626
H -2.65810 -0.97708 -3.83038 0.378
F -0.97163 -5.22465 5.46647 -0.246
C -1.79515 -2.50126 3.17912 0.144
H -3.30270 1.90527 -1.79496 0.287
C -0.51083 2.20816 -6.13728 -1.051
C 1.45332 -4.60954 -3.58847 -0.936
H -0.82218 -2.40651 -4.53556 0.319
H -1.23524 -4.55568 -2.57436 0.488
H -3.14199 2.52711 -0.13395 0.465
H -0.96850 5.39729 -4.16918 0.524
H 1.86078 -4.65518 -4.60565 0.397
C 1.96127 3.67056 -1.58207 -1.478
H 3.10621 1.25476 -1.04370 0.359
C -2.66259 -3.12339 2.23603 0.552
C -2.35107 -0.01913 -4.27692 -1.239
C 1.15052 -3.40382 -3.07787 -1.070
H 0.66380 -6.34343 0.49169 0.415
H 0.86755 -2.94960 -0.99756 0.496
H -1.39602 -5.16915 0.15912 0.291
H -1.12772 -0.24176 1.00056 0.500
H -1.59175 2.02184 -6.25267 0.399
H -2.36382 4.30661 -4.44231 0.387
C 0.83033 2.72800 -1.33596 0.927
H -3.06627 0.76906 -0.46395 0.251
H -0.19133 2.88215 -6.94657 0.665
H -0.49055 5.19648 -1.17207 0.315
H -2.09628 4.46385 -0.80650 0.371
C -0.68948 -0.44138 0.01048 -1.715
C 1.31626 -5.93917 -2.93169 -0.942
C -1.19843 4.40076 -1.43413 -0.637
C -0.34828 0.82842 -0.69336 1.360
H 1.56139 -2.51459 -3.56472 0.998
P -0.23196 3.07621 -4.48610 0.741
H 0.32428 -6.38527 -3.09449 0.307
S -3.32914 -2.33084 0.92198 -0.170
H -1.75821 -3.47788 -1.29306 0.334
P -0.48919 0.00162 -4.47546 0.977
C -0.89206 -4.06442 -1.64543 -0.634
H -1.54799 4.60031 -2.45318 -0.050
F -3.71295 -5.16437 1.58652 -0.355
C -1.33268 4.53395 -4.74364 -1.722
C -2.78953 1.75939 -0.83661 -1.031
F -2.61879 -6.53224 3.68721 -0.259
C 1.65249 -5.95854 -1.40353 -0.749
C -2.92877 -4.50722 2.47244 0.128
H 2.05556 -6.97477 -1.19575 0.484
H -0.76455 -1.67300 -6.17909 0.564
F -1.49723 -1.18479 3.02758 -0.363
H 0.19397 -1.06607 0.16138 0.231
H -1.44159 -1.00756 -0.55128 0.194
H 2.90812 3.20296 -1.30090 0.480
C -0.57417 3.05074 -1.30668 0.232
Re -0.19884 1.53043 -2.75070 -0.180
C 0.23201 0.89225 -6.05873 -0.950
H -1.32576 4.80443 -5.80959 0.480
C -0.58764 -5.06270 -0.57516 -0.512
C 0.96454 1.34214 -0.97456 0.318
C 1.34477 3.91587 -4.96578 -1.728
H 2.51579 -5.29739 -1.20547 0.312
```

The spin multiplicity is 4. For the electronic energy, the calculation gives -2826.7011 Eh. The calculation puts the relative energy (zero: lowest compared OMol25 entry of this formula, charge and spin) at 0.0 kcal/mol. As for the net charge: +2. As for the lowest unoccupied orbital energy (spin up / spin down): -7.57 / -8.64 eV. Its HOMO-LUMO gap (spin up / spin down) is 5.5 / 4.4 eV.


A molecular structure, C30H43F5P2STc at a distorted geometry, computed with the ωB97M-V functional and the def2-TZVPD basis.

Structure (XYZ):
```
82
Properties=species:S:1:pos:R:3:mulliken_charge:R:1
C -3.59795 -0.90633 1.81357 -1.556
C 1.23260 0.36357 -1.22938 -1.703
F 7.71612 -0.04283 3.81839 -0.248
H 0.70980 0.48103 -4.90336 0.354
C 0.51889 4.10989 -3.83354 -1.226
H 1.06051 -0.20249 4.30958 0.393
H 0.86726 -1.81471 5.03468 0.487
C 6.55015 -1.53596 5.27325 0.639
C 0.97346 -1.26994 4.08462 -0.814
H 1.46022 0.61702 2.23257 0.944
H -0.39341 0.28213 -2.61360 0.640
H -3.07365 -3.31231 0.41558 0.357
C -1.07335 2.59190 -5.68522 -0.832
C -2.36890 -3.74413 1.13312 -2.021
C -0.16518 0.81489 -1.68358 1.236
C -3.98950 1.77433 -4.19998 -1.250
Tc -0.66786 -0.54296 0.79503 -0.334
F 3.35185 -3.22512 4.85834 -0.303
H 1.97814 1.14637 -1.47021 0.529
H -0.52273 1.19197 3.81389 0.300
H 1.27088 2.72276 0.33569 0.260
C -2.18411 -1.31836 2.03192 -0.008
H -4.79885 1.27532 -3.64685 0.432
C 0.59141 2.26988 1.08555 -1.345
H 1.91593 -1.60461 3.61104 -0.677
P -0.31378 2.49007 -3.99240 0.777
H -2.93739 -4.43354 1.77170 0.321
H 0.11456 -4.46882 3.84590 0.324
C 4.53215 -1.82231 3.31021 0.576
C -1.36659 0.53294 -0.81085 -1.641
C -0.48198 -2.79461 2.62729 0.866
H -3.93977 -1.20587 0.81513 0.390
C -1.88772 1.32787 -5.98939 -1.041
H 1.72967 1.95045 -5.18863 0.529
P -2.64211 0.53671 -4.45315 0.495
H -1.69814 3.49712 -5.72493 0.424
C 6.62749 -0.80150 4.08433 0.003
C -1.46775 0.70420 3.55028 -1.791
H -1.38485 3.03529 1.53685 0.519
H -3.61482 2.60265 -3.58757 0.336
H -2.69588 1.53484 -6.70428 0.645
C 5.39938 -2.28049 5.56628 -0.034
C -0.87478 2.53310 0.69965 -1.354
C 1.09883 1.41257 -4.46616 -1.169
C -1.65010 1.28341 0.36705 0.163
H -0.01997 -4.79657 2.10255 0.401
H -0.24528 2.70534 -6.40346 0.567
H -1.23301 0.55368 -6.42571 0.447
H 1.36669 -3.85218 2.74808 0.181
H -4.25257 -1.38825 2.55733 0.350
C 1.31849 -0.03675 0.21625 -0.661
C 0.28421 -4.04369 2.84208 -1.302
C -3.66838 -0.68095 -5.39617 -1.164
C 5.58284 -0.87227 3.17125 0.235
C -0.16322 -1.53569 3.19376 1.212
F 5.51468 0.02381 2.15627 -0.261
C 0.94372 0.80802 1.28699 0.592
F 5.24083 -2.84549 6.78497 -0.249
H 2.08026 -0.78665 0.44890 -0.014
H -0.24751 4.89766 -3.82229 0.397
H 1.22935 4.28323 -4.66173 0.414
S 3.54262 -2.23264 2.02236 -0.175
H -3.72158 0.17534 1.90832 0.399
H 1.04804 4.14499 -2.87108 0.380
H -2.22271 0.08788 -1.32336 0.408
H -2.03369 0.54193 4.47809 0.386
H -0.12026 1.90164 -1.87119 -0.765
H 0.78317 2.81110 2.02839 0.467
H -2.70487 1.32082 0.62922 0.893
H -4.17693 -0.21165 -6.25118 0.392
H -1.62924 -4.34902 0.59764 0.476
H -3.01180 -1.48647 -5.75084 0.383
F 7.58383 -1.53404 6.14159 -0.238
H -0.91494 3.25006 -0.13214 0.486
C 4.43192 -2.44272 4.58646 0.278
H 1.51714 -0.51692 -1.83504 0.496
H -2.03773 1.40194 2.93336 0.295
C -1.67756 -2.67025 1.87691 0.575
H -4.40775 -1.11722 -4.70701 0.396
H -4.37145 2.15744 -5.15732 0.429
H 1.69205 1.15892 -3.57749 0.201
C -1.20757 -0.57975 2.83683 1.102
```

The spin multiplicity is 4. For the electronic energy, the calculation gives -2829.1917 Eh. The calculation puts the relative energy (zero: lowest compared OMol25 entry of this formula, charge and spin) at 0.0 kcal/mol. As for the net charge: +2. As for the lowest unoccupied orbital energy (spin up / spin down): -6.90 / -8.79 eV. Its HOMO-LUMO gap (spin up / spin down) is 6.4 / 4.9 eV.


Question: What is the electronic energy in the first record?
Answer: -1988.4839 Eh


Question: What is the electronic energy in the second record?
Answer: -2826.7011 Eh